The following is a DFT calculation (wB97M-V/def2-TZVPD) of a gas-phase ion, C10H20N3O2 (charge +1).

Structure (XYZ):
```
35
Properties=species:S:1:pos:R:3
C -0.242 -2.008 -0.549
C -0.210 -3.399 -0.614
C 2.049 -1.311 -0.746
C -0.598 1.094 0.614
C 2.196 -0.577 0.580
C 1.934 0.983 0.469
C -1.446 -0.029 -0.142
C 0.610 1.373 -0.152
C -1.393 2.445 0.589
C -2.929 0.133 0.160
N -1.073 -1.305 0.277
N 0.773 1.740 -1.402
N 0.724 -1.255 -1.366
O 1.274 -0.953 1.585
O 2.902 1.647 -0.321
H 0.313 -3.968 -1.410
H -0.774 -3.972 0.125
H 2.872 -0.854 -1.501
H 2.225 -2.362 -0.502
H -0.482 1.037 1.695
H 3.359 -0.792 0.874
H 1.948 1.298 1.483
H -1.208 -0.016 -1.308
H -0.908 3.228 1.043
H -2.294 2.343 1.144
H -1.877 2.710 -0.308
H -3.227 0.954 -0.533
H -3.242 0.179 1.197
H -3.370 -0.921 -0.209
H -1.574 -1.939 0.881
H 1.693 1.812 -1.770
H 0.067 2.200 -1.953
H 0.541 -1.658 -2.200
H 1.350 -1.960 1.677
H 3.618 1.904 0.239
```

Highest occupied orbital energy in eV: -11.0
Charge: +1
Spin multiplicity: 1
Calculated total energy in eV: -19250.044
SMILES: C=C1NC[C@H](O)[C@@H](O)C(=[NH2+])[C@@H](C)[C@H](C)N1
E_LUMO in Eh: -0.143
Gap between HOMO and LUMO in eV: 7.0700
ΔE to the lowest compared entry with this formula, charge and spin in kcal/mol: 84.9